No. 1
{"formula": "C41H43F3N2O3RhS3", "method": "wB97M-V/def2-TZVPD", "elements": ["Rh", "C", "C", "C", "C", "C", "C", "C", "C", "C", "C", "C", "C", "N", "C", "C", "N", "C", "C", "C", "C", "C", "C", "C", "C", "C", "C", "C", "C", "C", "C", "C", "C", "C", "C", "C", "C", "C", "C", "H", "H", "H", "H", "H", "H", "H", "H", "H", "H", "H", "H", "H", "H", "H", "H", "H", "H", "H", "H", "H", "H", "H", "H", "H", "H", "H", "H", "H", "H", "H", "H", "H", "H", "H", "H", "H", "H", "H", "H", "F", "C", "F", "F", "C", "O", "O", "C", "O", "C", "S", "S", "H", "H", "H", "S", "C"], "xyz": [[-1.613, 0.389, -1.430], [1.009, -2.927, 0.538], [-0.440, -3.378, 0.332], [-0.840, -3.237, -1.138], [-1.472, -2.762, 1.269], [-2.147, -3.608, 2.146], [-3.165, -3.149, 2.966], [-3.560, -1.824, 2.890], [-2.914, -0.936, 2.037], [-3.364, 0.510, 1.923], [-2.586, 1.431, 2.868], [-4.864, 0.684, 2.151], [-1.836, -1.406, 1.270], [-1.130, -0.473, 0.472], [-0.054, 0.105, 0.969], [0.640, 1.052, 0.166], [0.190, 1.288, -1.058], [0.773, 2.345, -1.807], [1.788, 2.084, -2.742], [2.331, 3.172, -3.422], [1.893, 4.468, -3.196], [0.880, 4.698, -2.283], [0.301, 3.646, -1.581], [-0.820, 3.925, -0.595], [-0.319, 4.728, 0.607], [-1.998, 4.628, -1.269], [2.342, 0.701, -3.054], [3.100, 0.051, -1.894], [1.305, -0.272, -3.624], [1.773, 1.581, 0.937], [2.772, 2.493, 0.724], [3.708, 2.732, 1.767], [3.651, 2.091, 2.977], [2.622, 1.140, 3.226], [2.414, 0.391, 4.416], [1.365, -0.489, 4.497], [0.455, -0.698, 3.426], [0.639, 0.007, 2.268], [1.723, 0.918, 2.194], [1.672, -3.574, -0.040], [1.301, -2.971, 1.590], [1.166, -1.910, 0.180], [-0.461, -4.448, 0.564], [-0.813, -2.194, -1.459], [-1.853, -3.607, -1.311], [-0.141, -3.801, -1.760], [-1.870, -4.657, 2.167], [-3.672, -3.832, 3.637], [-4.392, -1.479, 3.492], [-3.151, 0.832, 0.900], [-2.730, 1.123, 3.908], [-2.940, 2.460, 2.764], [-1.517, 1.420, 2.661], [-5.128, 0.571, 3.207], [-5.446, -0.036, 1.574], [-5.167, 1.683, 1.833], [3.118, 2.989, -4.145], [2.337, 5.294, -3.741], [0.527, 5.709, -2.113], [-1.190, 2.965, -0.233], [0.051, 5.710, 0.295], [0.491, 4.210, 1.122], [-1.131, 4.886, 1.321], [-1.711, 5.614, -1.647], [-2.811, 4.766, -0.553], [-2.380, 4.037, -2.101], [3.081, 0.870, -3.845], [2.424, -0.245, -1.092], [3.854, 0.722, -1.476], [3.596, -0.856, -2.246], [0.621, -0.624, -2.852], [1.827, -1.138, -4.037], [0.708, 0.196, -4.409], [2.863, 3.027, -0.214], [4.498, 3.452, 1.590], [4.387, 2.303, 3.744], [3.088, 0.516, 5.256], [1.221, -1.054, 5.410], [-0.356, -1.407, 3.538], [-5.389, -2.208, -0.427], [-5.647, -1.215, -1.296], [-6.844, -0.705, -0.957], [-5.798, -1.782, -2.512], [-4.522, -0.136, -1.313], [-4.847, 1.031, -1.196], [-3.386, -0.684, -1.446], [5.680, -7.117, -1.185], [4.618, -6.216, -1.429], [4.611, -5.479, -2.584], [5.871, -5.676, -3.694], [3.288, -4.453, -2.703], [5.456, -7.566, -0.216], [6.642, -6.602, -1.154], [5.737, -7.886, -1.958], [-2.113, 1.884, -4.367], [-1.879, 1.186, -2.990]], "multiplicity": 2, "s2": 0.766, "relative_energy_kj_mol": 0.0, "energy_ha": -3528.2593, "total_charge": -2}



No. 2
{"formula": "C41H43FN9O24S", "method": "wB97M-V/def2-TZVPD", "elements": ["N", "C", "N", "N", "C", "N", "C", "N", "S", "N", "F", "C", "C", "N", "N", "N", "H", "H", "H", "H", "H", "H", "H", "H", "H", "H", "H", "H", "H", "H", "H", "H", "H", "H", "H", "C", "C", "C", "O", "C", "C", "C", "O", "O", "O", "H", "H", "H", "H", "C", "C", "C", "O", "C", "C", "C", "O", "O", "O", "H", "H", "H", "H", "C", "C", "C", "O", "C", "C", "C", "O", "O", "O", "H", "H", "H", "H", "C", "C", "C", "O", "C", "C", "C", "O", "O", "O", "H", "H", "H", "H", "C", "C", "C", "O", "C", "C", "C", "O", "O", "O", "H", "H", "H", "H", "C", "C", "C", "O", "C", "C", "C", "O", "O", "O", "H", "H", "H", "H"], "xyz": [[6.838, -5.246, -2.575], [5.737, -4.451, -3.094], [5.186, -5.149, -4.232], [4.708, -4.119, -2.079], [6.384, -3.141, -3.574], [5.464, -2.313, -4.370], [4.405, -1.689, -3.701], [4.583, -0.875, -2.623], [4.058, 0.790, -2.717], [3.188, -1.926, -4.133], [3.107, -2.765, -5.200], [1.861, -1.569, -3.640], [0.955, -0.718, -4.585], [1.128, 0.696, -4.268], [-0.407, -1.227, -4.360], [1.355, -0.871, -5.974], [6.478, -6.090, -2.135], [7.327, -4.742, -1.840], [4.779, -6.035, -3.953], [4.464, -4.613, -4.698], [3.846, -4.610, -2.281], [4.997, -4.379, -1.142], [6.774, -2.597, -2.698], [7.235, -3.404, -4.206], [5.960, -1.612, -4.913], [5.546, -0.927, -2.311], [3.791, 0.929, -1.411], [1.372, -2.521, -3.411], [2.003, -1.041, -2.691], [0.642, 1.266, -4.957], [0.687, 0.892, -3.371], [-1.065, -0.453, -4.356], [-0.519, -1.697, -3.465], [0.689, -0.373, -6.560], [1.258, -1.845, -6.242], [1.503, 5.645, -2.727], [1.819, 4.353, -2.579], [1.671, 3.625, -1.264], [1.979, 2.435, -1.279], [1.190, 4.329, -0.121], [0.848, 5.620, -0.257], [0.980, 6.363, -1.576], [0.624, 7.522, -1.583], [0.349, 6.341, 0.727], [2.282, 3.571, -3.552], [1.604, 6.172, -3.665], [1.079, 3.797, 0.814], [0.202, 7.259, 0.404], [2.347, 2.673, -3.157], [-2.862, 3.117, 1.421], [-3.842, 2.345, 1.911], [-4.596, 1.344, 1.056], [-5.442, 0.679, 1.623], [-4.264, 1.229, -0.349], [-3.290, 2.007, -0.834], [-2.526, 2.989, 0.032], [-1.631, 3.601, -0.532], [-2.879, 2.004, -2.098], [-4.234, 2.354, 3.175], [-2.311, 3.823, 2.025], [-4.815, 0.524, -0.955], [-2.178, 2.687, -2.138], [-4.958, 1.699, 3.241], [0.522, -0.020, 0.750], [1.202, -1.140, 0.473], [1.078, -2.413, 1.301], [1.748, -3.354, 0.911], [0.211, -2.421, 2.452], [-0.470, -1.298, 2.735], [-0.362, -0.036, 1.892], [-1.053, 0.903, 2.245], [-1.296, -1.166, 3.758], [2.048, -1.280, -0.539], [0.612, 0.887, 0.166], [0.139, -3.324, 3.042], [-1.644, -0.250, 3.716], [2.367, -2.208, -0.459], [-1.856, -5.369, -2.360], [-2.223, -6.666, -2.380], [-1.219, -7.797, -2.566], [-1.674, -8.921, -2.551], [0.183, -7.469, -2.747], [0.531, -6.180, -2.727], [-0.471, -5.059, -2.524], [0.012, -3.928, -2.516], [1.775, -5.721, -2.879], [-3.461, -7.080, -2.241], [-2.564, -4.564, -2.225], [0.889, -8.274, -2.890], [1.666, -4.749, -2.808], [-3.444, -8.058, -2.289], [-1.974, 10.012, 2.977], [-2.909, 10.073, 3.939], [-3.780, 8.882, 4.305], [-4.581, 9.060, 5.203], [-3.607, 7.642, 3.582], [-2.670, 7.585, 2.625], [-1.795, 8.773, 2.268], [-0.977, 8.596, 1.376], [-2.422, 6.508, 1.894], [-3.167, 11.150, 4.655], [-1.353, 10.855, 2.710], [-4.236, 6.801, 3.838], [-1.655, 6.731, 1.331], [-3.885, 10.904, 5.274], [-2.704, -1.734, 8.482], [-3.774, -2.365, 8.987], [-4.536, -3.414, 8.201], [-5.481, -3.930, 8.768], [-4.104, -3.725, 6.858], [-3.036, -3.092, 6.350], [-2.259, -2.057, 7.144], [-1.291, -1.548, 6.608], [-2.588, -3.326, 5.123], [-4.266, -2.151, 10.196], [-2.152, -0.988, 9.037], [-4.660, -4.465, 6.299], [-1.817, -2.755, 4.943], [-5.032, -2.753, 10.288]], "energy_ha": -4384.4672, "total_charge": 1}



No. 3
{"formula": "C41H43KN2O7PSe", "method": "wB97M-V/def2-TZVPD", "elements": ["K", "O", "C", "O", "C", "C", "C", "C", "C", "O", "C", "C", "O", "O", "H", "H", "H", "H", "H", "H", "H", "H", "C", "C", "C", "C", "C", "O", "C", "N", "C", "C", "C", "C", "C", "C", "P", "C", "C", "C", "C", "C", "C", "C", "C", "C", "C", "C", "C", "H", "H", "H", "H", "H", "H", "H", "H", "H", "H", "H", "H", "H", "H", "H", "H", "H", "H", "H", "H", "H", "H", "H", "H", "O", "N", "C", "C", "C", "C", "C", "C", "Se", "C", "C", "C", "H", "H", "H", "H", "H", "H", "H", "H", "H", "H", "H"], "xyz": [[0.562, -0.022, -2.458], [4.773, 0.011, -3.642], [4.030, -0.802, -3.208], [2.794, 1.085, -1.619], [4.223, -1.785, -2.074], [3.521, -1.490, -0.716], [4.074, -2.497, 0.300], [3.401, -3.813, -0.168], [2.522, -3.306, -1.321], [2.181, -1.981, -0.919], [3.398, -3.009, -2.547], [2.502, -2.430, -3.628], [1.595, -2.973, -4.183], [2.822, -1.118, -3.863], [5.287, -1.952, -1.936], [3.501, -0.453, -0.414], [3.744, -2.213, 1.299], [5.162, -2.533, 0.298], [2.776, -4.241, 0.615], [4.109, -4.575, -0.495], [1.622, -3.875, -1.537], [3.965, -3.862, -2.915], [-0.718, -3.481, 2.145], [-1.691, -2.927, 1.106], [-1.132, -3.082, -0.306], [-2.100, -1.482, 1.423], [-3.072, -1.388, 2.616], [-2.407, -0.530, 3.557], [-1.210, -0.190, 2.979], [-0.966, -0.654, 1.831], [-0.362, 0.691, 3.813], [-0.827, 0.976, 5.101], [-0.127, 1.809, 5.952], [1.054, 2.390, 5.517], [1.521, 2.114, 4.245], [0.848, 1.256, 3.370], [1.566, 0.989, 1.667], [1.182, 2.615, 0.921], [1.929, 3.782, 1.065], [1.549, 4.938, 0.402], [0.413, 4.944, -0.400], [-0.349, 3.795, -0.529], [0.039, 2.636, 0.130], [3.364, 1.080, 2.064], [3.895, 0.435, 3.182], [5.268, 0.302, 3.350], [6.141, 0.816, 2.403], [5.627, 1.466, 1.287], [4.257, 1.597, 1.115], [-0.551, -4.548, 1.986], [-1.093, -3.346, 3.164], [0.239, -2.960, 2.072], [-2.616, -3.514, 1.153], [-0.200, -2.530, -0.432], [-1.839, -2.721, -1.055], [-0.929, -4.139, -0.510], [-2.527, -1.029, 0.525], [-3.247, -2.354, 3.096], [-4.029, -0.939, 2.352], [-1.758, 0.536, 5.425], [-0.510, 2.009, 6.945], [1.609, 3.063, 6.160], [2.441, 2.580, 3.914], [2.829, 3.782, 1.670], [2.150, 5.835, 0.498], [0.133, 5.844, -0.934], [-1.231, 3.767, -1.157], [-0.575, 1.747, 0.034], [3.228, 0.025, 3.933], [5.652, -0.205, 4.228], [7.211, 0.713, 2.534], [6.297, 1.869, 0.538], [3.872, 2.070, 0.220], [1.991, 2.059, -3.309], [2.488, 2.181, -2.191], [-8.122, 0.644, -4.436], [-6.776, 0.630, -3.754], [-6.109, -0.558, -3.498], [-4.850, -0.587, -2.899], [-4.197, -1.916, -2.646], [-4.223, 0.618, -2.533], [-2.491, 0.618, -1.734], [-4.903, 1.829, -2.764], [-4.306, 3.152, -2.374], [-6.155, 1.810, -3.373], [-8.520, -0.367, -4.535], [-8.054, 1.074, -5.439], [-8.845, 1.239, -3.875], [-6.574, -1.499, -3.780], [-4.740, -2.719, -3.150], [-4.171, -2.133, -1.574], [-3.162, -1.909, -2.988], [-3.817, 3.078, -1.403], [-5.073, 3.927, -2.337], [-3.539, 3.457, -3.092], [-6.663, 2.756, -3.546]], "relative_energy_kj_mol": 0.0, "energy_ha": -5567.1650, "total_charge": -1}



No. 4
{"formula": "C41H44AsCoN6O2Si", "method": "wB97M-V/def2-TZVPD", "elements": ["Co", "C", "C", "C", "C", "C", "C", "N", "N", "Si", "C", "C", "C", "H", "H", "H", "H", "H", "H", "H", "H", "H", "H", "H", "H", "H", "H", "H", "C", "C", "N", "C", "C", "C", "C", "C", "C", "C", "C", "C", "N", "C", "H", "H", "H", "H", "H", "H", "H", "H", "C", "O", "C", "O", "N", "N", "H", "H", "H", "H", "H", "H", "C", "C", "C", "C", "C", "C", "As", "C", "C", "C", "C", "C", "C", "C", "C", "C", "C", "C", "C", "H", "H", "H", "H", "H", "H", "H", "H", "H", "H", "H", "H", "H", "H", "H"], "xyz": [[0.432, 0.100, 1.510], [3.047, 0.195, 3.637], [2.709, -1.119, 2.986], [3.157, -2.280, 3.565], [2.910, -3.501, 2.913], [2.314, -3.500, 1.688], [1.928, -2.266, 1.061], [2.033, -1.100, 1.810], [1.435, -2.187, -0.146], [1.710, -3.220, -1.483], [0.104, -4.036, -2.069], [2.983, -4.609, -1.238], [2.432, -2.142, -2.867], [4.121, 0.366, 3.555], [2.796, 0.186, 4.699], [2.534, 1.018, 3.148], [3.687, -2.245, 4.507], [3.207, -4.433, 3.378], [2.121, -4.415, 1.149], [-0.159, -4.882, -1.430], [0.222, -4.420, -3.085], [-0.730, -3.333, -2.056], [2.540, -5.514, -0.815], [3.789, -4.294, -0.571], [3.436, -4.884, -2.193], [1.761, -1.330, -3.147], [2.631, -2.741, -3.760], [3.374, -1.695, -2.543], [0.732, 4.498, 2.470], [0.839, 3.266, 1.819], [0.532, 2.116, 2.393], [0.099, 2.139, 3.676], [-0.007, 3.324, 4.425], [0.319, 4.528, 3.779], [-0.420, 3.259, 5.794], [-0.704, 2.075, 6.380], [-0.615, 0.853, 5.643], [-0.892, -0.407, 6.203], [-0.757, -1.532, 5.427], [-0.370, -1.396, 4.090], [-0.137, -0.223, 3.537], [-0.235, 0.888, 4.292], [0.984, 5.406, 1.942], [1.199, 3.214, 0.797], [0.254, 5.466, 4.317], [-0.499, 4.183, 6.353], [-1.000, 2.024, 7.420], [-1.201, -0.478, 7.238], [-0.950, -2.516, 5.829], [-0.246, -2.264, 3.453], [-3.271, -3.021, 1.572], [-3.437, -1.651, 1.171], [-2.322, -0.944, 1.072], [-1.199, -1.391, 1.243], [-2.586, 0.352, 0.789], [-1.499, 1.205, 0.602], [-4.268, -3.444, 1.598], [-2.816, -3.071, 2.561], [-2.641, -3.554, 0.862], [-3.488, 0.591, 0.405], [-1.349, 1.371, -0.392], [-1.713, 2.097, 1.031], [-0.501, -0.123, -7.469], [-1.339, 0.815, -6.885], [-1.490, 0.856, -5.506], [-0.795, -0.036, -4.695], [0.037, -0.980, -5.292], [0.186, -1.024, -6.669], [-0.898, -0.083, -2.735], [-2.430, 1.160, -2.552], [-2.341, 2.551, -2.576], [-3.485, 3.336, -2.518], [-4.736, 2.742, -2.430], [-4.839, 1.358, -2.388], [-3.693, 0.577, -2.445], [0.569, 1.171, -2.340], [0.980, 2.118, -3.277], [2.050, 2.962, -3.020], [2.750, 2.853, -1.828], [2.376, 1.895, -0.898], [1.289, 1.070, -1.148], [-0.386, -0.154, -8.545], [-1.884, 1.518, -7.502], [-2.152, 1.594, -5.073], [0.580, -1.680, -4.668], [0.834, -1.767, -7.117], [-1.374, 3.030, -2.657], [-3.394, 4.414, -2.560], [-5.627, 3.356, -2.406], [-5.813, 0.891, -2.326], [-3.776, -0.506, -2.432], [0.475, 2.177, -4.233], [2.344, 3.694, -3.760], [3.604, 3.491, -1.639], [2.954, 1.760, 0.009], [1.069, 0.281, -0.416]], "multiplicity": 4, "s2": 3.758, "energy_ha": -5975.7232, "total_charge": 1}